No. 1
Here is a cluster of 12 separate species, C34H60Br22Cl3FNO in total at a distorted geometry from the OMol25 dataset. Energies are from wB97M-V/def2-TZVPD.

Each atom is followed by the atoms it is bonded to, with distances in Å.
Cartesian coordinates (Å):
1 C -3.4437 1.4204 -0.7184  H2 1.085, N8 1.494, H57 1.091, C102 1.532
2 H -2.8176 1.1795 0.1348  C1 1.085
3 H 3.1814 -5.0188 0.7746  C60 1.089
4 C 0.5902 5.2080 -4.3575  Br46 1.948, H70 1.088, H88 1.087, C115 1.505
5 C 2.6661 4.2895 6.9584  C9 1.506, H55 1.085, Br63 1.949, H93 1.088
6 H -3.8104 -0.6576 -0.6240  C102 1.092
7 C -3.3955 -7.3910 -1.8513  Br40 1.948, H85 1.085, C89 1.508, H110 1.089
8 N -2.7232 2.3905 -1.5972  C1 1.494, H24 1.027, H38 1.027, C90 1.486
9 C 1.2909 4.2099 7.5662  C5 1.506, H65 1.088, H83 1.085, Br91 1.948
10 H -5.6520 2.1670 -2.0607  C79 1.087
11 Br 1.2016 5.1333 -1.5775  C115 1.946
12 C -1.1394 3.4203 3.0903  H16 1.088, C74 1.502, H97 1.085, Br116 1.952
13 Br 7.4836 -0.4855 2.1568  C113 1.948
14 Br 4.1377 -7.7726 -0.4912  C20 1.946
15 H -3.9829 -3.3049 0.8498  C33 1.088
16 H -0.6628 4.3953 3.1653  C12 1.088
17 Cl -3.9498 4.7656 -3.1789  C67 1.794
18 H -3.5682 0.6409 -4.3583  C44 1.091
19 H 0.4630 2.4809 4.1476  C74 1.088
20 C 4.0721 -8.0462 1.4339  Br14 1.946, H42 1.088, C78 1.505, H99 1.086
21 Br 4.3110 1.3576 2.4947  C51 1.949
22 C -1.5034 -0.3574 -1.8375  C25 1.480, C76 1.200
23 C -3.1389 -1.6340 -3.1928  C25 1.574, H41 1.090, C80 1.518, H98 1.091
24 H -2.9888 3.3406 -1.3129  N8 1.027
25 C -2.8331 -0.2634 -2.4813  C22 1.480, C23 1.574, C44 1.554, C102 1.543
26 C 10.7076 2.4845 6.5167  C39 1.505, H50 1.085, H112 1.088, Br121 1.945
27 Br 1.6981 -1.8790 2.4058  C96 1.950
28 Br 1.9686 -3.5973 -0.8329  C60 1.943
29 H -2.1927 -3.4067 2.7419  C31 1.086
30 C 0.1568 -5.2194 -4.7690  C32 1.506, Br56 1.948, H87 1.088, H117 1.086
31 C -2.6465 -4.2497 2.2288  H29 1.086, C33 1.502, H69 1.088, Br103 1.940
32 C 1.0723 -4.0280 -4.8681  C30 1.506, H59 1.086, H94 1.088, Br119 1.943
33 C -3.0956 -3.9336 0.8307  H15 1.088, C31 1.502, Br95 1.950, H120 1.086
34 O -4.7067 -2.7319 -1.7156  C80 1.182
35 H 9.1970 0.9269 6.4675  C39 1.085
36 Br -5.2095 -6.9043 -4.0229  C89 1.944
37 H -3.8561 9.5105 -3.3674  C62 1.088
38 H -1.7155 2.2984 -1.4245  N8 1.027
39 C 9.4546 1.8226 7.0236  C26 1.505, H35 1.085, H58 1.088, Br68 1.948
40 Br -4.6935 -7.7315 -0.4398  C7 1.948
41 H -2.3452 -2.3584 -3.0097  C23 1.090
42 H 4.9876 -8.5776 1.6842  C20 1.088
43 C -2.1105 9.2648 -2.1476  H49 1.088, C62 1.504, H75 1.085, Br84 1.947
44 C -2.8266 0.8332 -3.5823  H18 1.091, C25 1.554, F66 1.391, C90 1.543
45 Cl -6.8223 3.8140 -3.2270  C79 1.819
46 Br -0.1780 3.4207 -4.4654  C4 1.948
47 H 0.9671 -4.1928 1.8467  C96 1.084
48 C -6.1103 1.3705 -4.0592  H72 1.090, C79 1.548, H92 1.088, H104 1.090
49 H -2.5093 9.9421 -1.3956  C43 1.088
50 H 10.8232 3.4999 6.8814  C26 1.085
51 C 5.7023 1.0228 3.8172  Br21 1.949, H73 1.088, H101 1.086, C113 1.504
52 H 2.9616 -9.1725 2.8786  C78 1.088
53 H -3.0026 -5.9841 -3.4126  C89 1.088
54 H 2.3802 -4.1976 2.9177  C96 1.088
55 H 2.7882 5.1424 6.2987  C5 1.085
56 Br 0.0596 -5.8945 -2.9447  C30 1.948
57 H -4.3285 1.9155 -0.3148  C1 1.091
58 H 9.5534 1.5770 8.0786  C39 1.088
59 H 1.9976 -4.1691 -4.3176  C32 1.086
60 C 2.8755 -3.9757 0.8438  H3 1.089, Br28 1.943, C96 1.503, H107 1.086
61 H -2.1250 2.8278 -3.5183  C90 1.105
62 C -3.2207 8.7092 -2.9972  H37 1.088, C43 1.504, H77 1.085, Br105 1.949
63 Br 3.0862 2.7014 5.9104  C5 1.949
64 H 2.4475 4.3743 -3.5945  C115 1.085
65 H 1.1599 4.9823 8.3206  C9 1.088
66 F -1.5954 0.7470 -4.2243  C44 1.391
67 C -4.2150 3.0285 -3.5402  Cl17 1.794, C79 1.554, H81 1.092, C90 1.534
68 Br 7.9191 3.0173 6.9159  C39 1.948
69 H -3.4859 -4.6211 2.8132  C31 1.088
70 H 0.8787 5.4673 -5.3740  C4 1.088
71 H 2.6956 -9.7122 1.2098  C78 1.085
72 H -5.9306 0.3692 -3.6672  C48 1.090
73 H 5.5760 1.7962 4.5722  C51 1.088
74 C -0.1337 2.3167 3.2533  C12 1.502, H19 1.088, Br82 1.947, H109 1.086
75 H -1.3537 9.7786 -2.7312  C43 1.085
76 C -0.4394 -0.5333 -1.3118  C22 1.200, H86 1.072
77 H -3.8282 7.9801 -2.4704  C62 1.085
78 C 2.8669 -8.8489 1.8443  C20 1.505, H52 1.088, H71 1.085, Br114 1.946
79 C -5.5985 2.4743 -3.1016  H10 1.087, Cl45 1.819, C48 1.548, C67 1.554
80 C -4.4444 -2.2903 -2.7796  C23 1.518, O34 1.182, Cl108 1.803
81 H -4.1925 2.9576 -4.6294  C67 1.092
82 Br -1.0038 0.5948 3.5125  C74 1.947
83 H 1.0797 3.2391 8.0024  C9 1.085
84 Br -1.1952 7.8645 -1.1511  C43 1.947
85 H -3.2361 -8.3390 -2.3545  C7 1.085
86 H 0.4057 -0.7167 -0.6786  C76 1.072
87 H 0.5562 -6.0406 -5.3603  C30 1.088
88 H -0.2027 5.8728 -4.0259  C4 1.087
89 C -3.8375 -6.2948 -2.7875  C7 1.508, Br36 1.944, H53 1.088, H106 1.087
90 C -2.9670 2.2782 -3.0589  N8 1.486, C44 1.543, H61 1.105, C67 1.534
91 Br -0.0990 4.5473 6.2443  C9 1.948
92 H -7.1918 1.4806 -4.1087  C48 1.088
93 H 3.4226 4.3261 7.7394  C5 1.088
94 H 1.2988 -3.8092 -5.9094  C32 1.088
95 Br -1.7701 -2.9096 -0.1672  C33 1.950
96 C 1.9525 -3.7713 2.0123  Br27 1.950, H47 1.084, H54 1.088, C60 1.503
97 H -1.9572 3.3616 3.8011  C12 1.085
98 H -3.1898 -1.4731 -4.2702  C23 1.091
99 H 4.0908 -7.0610 1.8894  C20 1.086
100 H 2.3349 6.1433 -3.5327  C115 1.088
101 H 5.4917 0.0519 4.2549  C51 1.086
102 C -3.8645 0.1128 -1.3965  C1 1.532, H6 1.092, C25 1.543, H118 1.090
103 Br -1.3383 -5.6827 2.2277  C31 1.940
104 H -5.6858 1.4993 -5.0546  C48 1.090
105 Br -2.5295 7.8249 -4.5903  C62 1.949
106 H -4.2451 -5.4300 -2.2710  C89 1.087
107 H 3.7568 -3.3423 0.8802  C60 1.086
108 Cl -5.6860 -2.4424 -4.0776  C80 1.803
109 H 0.5231 2.2123 2.3949  C74 1.086
110 H -2.4825 -7.0970 -1.3361  C7 1.089
111 H 7.1924 1.9563 2.5463  C113 1.085
112 H 11.5831 1.8998 6.7904  C26 1.088
113 C 7.0741 1.1034 3.2065  Br13 1.948, C51 1.504, H111 1.085, H122 1.088
114 Br 1.2446 -7.7756 1.7782  C78 1.946
115 C 1.7785 5.2138 -3.4347  C4 1.505, Br11 1.946, H64 1.085, H100 1.088
116 Br -1.9393 3.3687 1.3107  C12 1.952
117 H -0.8609 -5.0113 -5.0847  C30 1.086
118 H -4.8929 0.1273 -1.7577  C102 1.090
119 Br 0.2636 -2.4058 -4.1674  C32 1.943
120 H -3.3029 -4.8274 0.2492  C33 1.086
121 Br 10.7369 2.5769 4.5740  C26 1.945
122 H 7.8353 1.1420 3.9831  C113 1.088

As for the net charge: +1. The multiplicity is 1. For the highest occupied orbital energy, the calculation gives -0.4123 Ha. As for the maximum force: 1.4 eV Å⁻¹. The HOMO-LUMO gap is 9.52 eV.

***

No. 2
Here is a cluster of 2 separate species, C6H14NOPS in total at a distorted geometry from the OMol25 dataset. Energies are from wB97M-V/def2-TZVPD.

Each atom is followed by the atoms it is bonded to, with distances in Å.
Cartesian coordinates (Å):
1 C -0.1289 -0.4956 0.3772  H3 1.059, C4 1.473, H5 1.135, C22 1.530
2 O -3.4724 -1.4125 0.4325  C9 1.394, P15 1.656
3 H 0.5053 -1.3404 0.4554  C1 1.059
4 C 0.5118 0.7696 -0.0192  C1 1.473, H10 1.046, C12 1.542, C16 1.510
5 H -0.5237 -0.3406 1.4300  C1 1.135
6 H -2.6011 -2.9375 -0.4051  C9 1.192
7 S -5.1766 0.9461 -0.1686  P15 1.929
8 H -2.5421 1.2007 2.6285  no bonds
9 C -2.2348 -2.0354 0.2821  O2 1.394, H6 1.192, H18 1.105, C22 1.552
10 H -0.2591 1.4620 0.1242  C4 1.046
11 H 2.3037 1.8992 0.7060  C16 1.104
12 C 1.0118 0.6768 -1.4749  C4 1.542, H14 1.114, H19 1.001, H20 1.147
13 H -1.7517 0.9673 -1.1394  N24 1.028
14 H 0.3141 1.0401 -2.2637  C12 1.114
15 P -3.4421 0.2371 0.2896  O2 1.656, S7 1.929, N24 1.700
16 C 1.6700 1.0205 0.9167  C4 1.510, H11 1.104, H17 1.118, H23 1.117
17 H 2.3616 0.1418 0.9344  C16 1.118
18 H -1.8748 -2.4558 1.2380  C9 1.105
19 H 1.7304 1.3649 -1.5863  C12 1.001
20 H 1.3593 -0.4075 -1.6105  C12 1.147
21 H -1.0307 -1.6208 -1.4193  C22 1.145
22 C -1.2833 -1.0557 -0.4555  C1 1.530, C9 1.552, H21 1.145, N24 1.488
23 H 1.1024 1.0489 1.8785  C16 1.117
24 N -2.1695 0.0813 -0.8261  H13 1.028, P15 1.700, C22 1.488

The multiplicity is 1. For the highest occupied orbital energy (alpha / beta), the calculation gives -0.3018 / -0.3382 Ha. As for the maximum force: 4.0 eV Å⁻¹. The HOMO-LUMO gap (alpha / beta) is 7.45 / 7.94 eV.